(1)
C63H46BN2O17S4 | ωB97M-V/def2-TZVPD

* Kohn-Sham gap: 6.15 eV
* electronic energy: -147888.9769 eV
* highest occupied orbital energy: -6.003 eV
* total charge: -1
* LUMO: 0.145 eV
* 2S+1: 1

Cartesian coordinates (Å):
C: 4.969 -0.844 2.005
C: 3.607 -1.445 1.658
C: 3.246 -2.522 2.652
O: 2.330 -3.422 2.044
C: 1.443 -4.018 2.835
O: 1.559 -4.103 4.052
C: 0.291 -4.663 2.129
S: 0.225 -4.536 0.346
S: -0.138 -2.499 0.055
O: 0.689 -2.218 -1.097
O: 0.209 -1.842 1.296
N: -1.635 -2.273 -0.381
S: -2.702 -2.244 0.828
O: -2.459 -3.279 1.816
O: -4.035 -2.200 0.263
B: -2.527 -0.590 1.698
N: -2.741 -0.646 3.117
O: -2.236 0.537 0.995
O: 2.626 -0.405 1.777
C: 2.105 0.208 0.693
O: 1.072 0.827 0.798
C: 2.898 0.183 -0.603
S: 1.822 0.083 -2.049
H: 5.471 -0.443 1.131
H: 4.783 -0.002 2.666
H: 5.609 -1.528 2.549
H: 3.600 -1.923 0.684
H: 4.144 -3.088 2.880
H: 2.854 -2.061 3.552
H: -0.635 -4.358 2.600
H: 0.407 -5.729 2.316
H: -1.989 -1.164 3.559
H: -2.704 0.285 3.522
H: -2.707 1.313 1.312
H: 3.613 -0.625 -0.652
H: 3.437 1.123 -0.661
H: 0.867 -0.680 -1.502
C: -1.499 -4.030 -4.611
C: -0.645 -3.475 -3.664
C: 0.728 -3.546 -3.843
C: 1.249 -4.179 -4.965
C: 0.386 -4.752 -5.910
C: -0.987 -4.667 -5.730
C: 0.912 -5.467 -7.103
O: 0.171 -5.965 -7.927
C: 2.394 -5.568 -7.260
C: 2.914 -6.275 -8.337
C: 4.283 -6.365 -8.510
C: 5.141 -5.747 -7.606
C: 4.629 -5.051 -6.525
C: 3.255 -4.964 -6.344
C: 2.726 -4.228 -5.152
O: 3.488 -3.692 -4.377
H: -2.570 -3.967 -4.470
H: -1.044 -2.985 -2.785
H: 1.385 -3.109 -3.106
H: -1.646 -5.103 -6.468
H: 2.237 -6.746 -9.036
H: 4.685 -6.912 -9.351
H: 6.212 -5.812 -7.747
H: 5.286 -4.570 -5.814
C: -7.745 0.232 4.001
C: -6.387 0.005 4.196
C: -5.616 0.952 4.848
C: -6.192 2.133 5.295
C: -7.554 2.367 5.084
C: -8.327 1.408 4.444
C: -8.190 3.641 5.522
O: -9.373 3.848 5.350
C: -7.323 4.664 6.178
C: -7.878 5.881 6.551
C: -7.094 6.838 7.171
C: -5.751 6.582 7.428
C: -5.191 5.374 7.054
C: -5.971 4.414 6.423
C: -5.341 3.128 6.003
O: -4.169 2.906 6.227
H: -8.348 -0.511 3.497
H: -5.926 -0.907 3.840
H: -4.563 0.774 5.006
H: -9.381 1.594 4.292
H: -8.923 6.068 6.349
H: -7.528 7.787 7.457
H: -5.140 7.328 7.918
H: -4.147 5.172 7.249
C: 3.969 -2.071 -15.012
C: 3.227 -0.918 -15.246
C: 2.550 -0.305 -14.206
C: 2.606 -0.846 -12.928
C: 3.336 -2.013 -12.698
C: 4.023 -2.617 -13.742
C: 3.379 -2.639 -11.342
O: 4.022 -3.649 -11.148
C: 2.606 -1.987 -10.249
C: 2.589 -2.581 -8.994
C: 1.886 -1.981 -7.963
C: 1.206 -0.788 -8.177
C: 1.215 -0.196 -9.428
C: 1.908 -0.796 -10.471
C: 1.882 -0.159 -11.817
O: 1.293 0.883 -12.015
H: 4.503 -2.545 -15.825
H: 3.177 -0.499 -16.242
H: 1.974 0.593 -14.375
H: 4.593 -3.515 -13.549
H: 3.125 -3.507 -8.841
H: 1.863 -2.436 -6.985
H: 0.665 -0.324 -7.364
H: 0.686 0.729 -9.605
C: -0.230 2.270 8.136
C: 1.131 2.048 8.309
C: 1.914 2.990 8.953
C: 1.341 4.166 9.418
C: -0.025 4.399 9.226
C: -0.807 3.442 8.593
C: -0.658 5.670 9.675
O: -1.843 5.877 9.516
C: 0.214 6.693 10.324
C: -0.340 7.908 10.706
C: 0.449 8.865 11.320
C: 1.795 8.610 11.562
C: 2.353 7.403 11.180
C: 1.568 6.444 10.553
C: 2.198 5.160 10.122
O: 3.371 4.942 10.337
H: -0.842 1.530 7.638
H: 1.580 1.136 7.940
H: 2.972 2.824 9.097
H: -1.864 3.619 8.454
H: -1.387 8.094 10.517
H: 0.017 9.812 11.613
H: 2.409 9.357 12.047
H: 3.398 7.195 11.359

=====

(2)
C3H11O2S | ωB97M-V/def2-TZVPD

* Kohn-Sham gap: 6.11 eV
* energy above the lowest of the compared OMol25 structures with the same formula, charge and spin: 3.879 eV
* electronic energy: -18217.4344 eV
* highest occupied orbital energy: -3.460 eV
* total charge: -1
* LUMO: 2.649 eV
* 2S+1: 1

Cartesian coordinates (Å):
C: 2.774 -0.443 -1.111
C: 1.288 -0.049 -1.179
C: 0.431 -0.476 0.012
S: 0.743 0.388 1.537
H: 3.202 -0.244 -2.099
H: 3.294 -0.148 -0.186
H: 2.760 -1.542 -1.014
H: 0.967 -0.455 -2.139
H: 1.309 1.048 -1.143
H: -0.603 -0.556 -0.334
H: 0.680 -1.552 0.123
H: -0.403 1.438 0.463
H: -3.143 -0.070 -2.244
O: -2.562 0.292 -1.572
H: -1.954 0.419 1.119
H: -2.843 0.047 0.055
O: -2.808 -0.025 1.070

=====

(3)
C30H46BrN3P2Pt | ωB97M-V/def2-TZVPD

* <S²>: 2.058
* Kohn-Sham gap (alpha / beta): 6.16 / 5.18 eV
* energy above the lowest of the compared OMol25 structures with the same formula, charge and spin: 2.609 eV
* electronic energy: -128174.1814 eV
* highest occupied orbital energy (alpha / beta): -12.772 / -14.263 eV
* total charge: +2
* LUMO (alpha / beta): -6.615 / -9.078 eV
* 2S+1: 3

Cartesian coordinates (Å):
C: 2.490 5.087 -1.214
C: 1.451 4.858 -2.123
C: 1.832 4.443 -3.413
C: 3.199 4.125 -3.653
N: 4.190 4.317 -2.754
C: 3.817 4.756 -1.527
C: 0.151 4.752 -1.491
C: -0.803 4.229 -0.924
C: -1.718 3.553 -0.018
C: -1.159 3.121 1.234
C: -1.591 1.869 1.750
C: -2.505 1.216 0.944
C: -3.415 1.783 0.079
C: -2.957 2.995 -0.475
Pt: -1.154 -0.356 1.128
P: 0.974 -0.312 0.255
H: 1.044 4.263 -4.153
H: 2.156 5.452 -0.228
H: 3.538 3.751 -4.635
H: 4.634 4.872 -0.788
H: -3.433 3.391 -1.380
H: -0.274 3.565 1.707
H: -4.367 1.329 -0.237
H: -1.072 1.289 2.514
C: 1.798 -1.976 0.404
C: 2.967 -2.310 -0.548
H: 0.997 -2.733 0.311
H: 2.141 -2.044 1.450
H: 3.313 -3.342 -0.341
H: 2.656 -2.268 -1.610
H: 3.836 -1.642 -0.390
C: 1.009 0.377 -1.465
C: 2.396 0.736 -2.027
H: 0.390 1.292 -1.384
H: 0.469 -0.315 -2.138
H: 2.305 1.018 -3.090
H: 2.802 1.623 -1.509
H: 3.123 -0.095 -1.955
C: 2.055 0.896 1.112
C: 3.541 0.544 1.123
H: 1.661 0.951 2.131
H: 1.842 1.873 0.655
H: 4.072 1.315 1.706
H: 3.711 -0.438 1.607
H: 3.983 0.534 0.108
Br: -3.194 -1.134 2.180
P: -1.911 -1.944 -0.962
C: -0.815 -2.688 -2.279
C: -1.295 -3.928 -3.036
H: 0.122 -2.934 -1.750
H: -0.575 -1.903 -3.015
H: -0.485 -4.308 -3.671
H: -1.592 -4.748 -2.377
H: -2.127 -3.720 -3.716
C: -3.123 -3.255 -0.431
C: -4.441 -3.397 -1.194
H: -3.344 -2.944 0.610
H: -2.569 -4.208 -0.376
H: -5.043 -4.178 -0.703
H: -5.032 -2.470 -1.160
H: -4.307 -3.686 -2.248
C: -2.932 -0.694 -1.879
C: -3.314 -1.001 -3.317
H: -2.341 0.231 -1.847
H: -3.839 -0.515 -1.286
H: -3.815 -0.140 -3.769
H: -2.464 -1.220 -3.962
H: -4.006 -1.838 -3.413
C: 1.127 -3.321 5.270
C: 0.542 -2.054 4.743
C: 0.595 -0.751 5.196
C: 0.052 0.058 4.189
N: -0.334 -0.732 3.151
N: -0.079 -2.019 3.538
C: -0.031 1.544 4.294
H: 2.005 -3.096 5.880
H: 0.445 -3.897 5.899
H: 1.467 -3.980 4.473
H: 1.019 -0.381 6.130
H: -0.343 -2.854 3.029
H: 0.562 1.829 5.176
H: 0.390 2.053 3.409
H: -1.069 1.878 4.476

=====

(4)
C14H17ClN2O2 | ωB97M-V/def2-TZVPD

* Kohn-Sham gap: 7.92 eV
* energy above the lowest of the compared OMol25 structures with the same formula, charge and spin: 4.273 eV
* electronic energy: -34388.5487 eV
* highest occupied orbital energy: -7.890 eV
* total charge: 0
* LUMO: 0.031 eV
* 2S+1: 1

Cartesian coordinates (Å):
C: -2.650 0.259 -2.132
N: -1.691 -0.850 -2.042
C: -2.007 -2.035 -2.878
C: -0.478 -0.594 -1.495
Cl: 0.823 -1.498 -2.250
H: -3.648 -0.181 -2.217
H: -2.548 0.850 -1.203
H: -2.456 0.916 -3.014
H: -3.092 -2.036 -2.996
H: -1.559 -2.010 -3.885
H: -1.700 -2.952 -2.369
H: -0.330 0.508 -1.397
C: 4.616 -0.423 -1.565
C: 3.566 0.554 -1.188
O: 2.653 -0.181 -0.296
C: 1.534 0.511 -0.093
C: 0.295 -0.317 0.270
C: -0.284 0.130 1.567
C: -0.405 1.496 1.859
C: -1.082 1.922 3.016
C: -1.675 0.999 3.866
C: -2.385 1.451 5.041
N: -2.903 1.820 6.015
C: -1.500 -0.374 3.617
C: -0.817 -0.803 2.477
O: 1.448 1.695 -0.402
H: 5.351 0.032 -2.210
H: 5.106 -0.770 -0.660
H: 4.191 -1.274 -2.097
H: 3.943 1.389 -0.602
H: 3.037 0.918 -2.071
H: 0.486 -1.418 0.336
H: -0.029 2.232 1.151
H: -1.153 2.989 3.237
H: -1.912 -1.072 4.338
H: -0.748 -1.885 2.273